Record 1
ORCA calculation (ωB97M-V/def2-TZVPD) on the molecule C5H10O2.

```
17
C5H10O2 | the OMol25 dataset | ωB97M-V/def2-TZVPD
O 2.2765 -0.5181 -1.3654
C 1.8287 -0.8151 -0.0481
C 0.5564 -0.1282 0.3272
C -0.7742 -0.7351 0.5747
C -1.7678 -0.4809 -0.5851
C -0.2871 2.0636 0.5551
O 0.6492 1.1705 0.3442
H 2.3635 0.4429 -1.4115
H 2.6242 -0.5815 0.6784
H 1.6703 -1.8957 -0.0199
H -1.4912 0.4107 -1.1589
H -1.1811 -0.3089 1.5094
H -0.6610 -1.8098 0.7495
H -2.7875 -0.3249 -0.2192
H -1.7785 -1.3320 -1.2708
H -1.2993 1.7576 0.7794
H 0.0589 3.0850 0.5609
```

Output
- HOMO-LUMO gap (alpha / beta) (eV) = 7.8 / 8.1
- HOMO level (alpha / beta) (eV) = -7.07 / -7.37
- energy relative to the best compared isomer or geometry (same formula, charge and spin) (kcal/mol) = 103.1
- DFT total energy (eV) = -9438.574



Record 2
ORCA calculation (ωB97M-V/def2-TZVPD) on a structure of composition C24H28F10N9O4V in a non-equilibrium geometry.

```
76
C24H28F10N9O4V | the OMol25 dataset | ωB97M-V/def2-TZVPD
V -0.1141 -1.2590 0.7451
C 0.3942 -4.5117 0.4114
N 0.0216 -3.2697 -0.2486
C -1.3421 -3.3308 -0.7759
C -2.3159 -3.1885 0.3986
N -1.8096 -2.1485 1.3029
C -2.6777 -1.6261 2.1973
C -3.9545 -2.1084 2.5622
F -4.4089 -3.2967 2.0877
C -4.7953 -1.4583 3.4481
F -5.9971 -1.9950 3.7283
C -4.4212 -0.2857 4.0699
F -5.2444 0.3508 4.9276
C -3.1613 0.2074 3.7851
F -2.7429 1.3461 4.3657
C -2.3394 -0.4468 2.8991
F -1.1191 0.1069 2.6791
C 1.0820 -2.8158 -1.1523
C 2.3037 -2.4269 -0.2881
N 1.7928 -1.9995 1.0108
C 2.6549 -1.5655 1.9465
C 4.0508 -1.3771 1.8711
F 4.7366 -1.6711 0.7367
C 4.8061 -0.8876 2.9241
F 6.1298 -0.7046 2.7542
C 4.2342 -0.5736 4.1378
F 4.9716 -0.0702 5.1501
C 2.8726 -0.7879 4.2824
F 2.2828 -0.5331 5.4633
C 2.1346 -1.2744 3.2320
F 0.8246 -1.5396 3.4459
H 0.5771 -5.3001 -0.3336
H -0.4065 -4.8328 1.0756
H 1.2892 -4.3613 1.0109
H -1.5370 -4.2679 -1.3216
H -1.4792 -2.4882 -1.4495
H -2.4307 -4.1505 0.9103
H -3.2956 -2.9245 -0.0115
H 0.6984 -1.9492 -1.6925
H 1.3639 -3.5904 -1.8857
H 2.8595 -1.6293 -0.7896
H 2.9857 -3.2837 -0.1935
N -0.7681 1.7630 0.7017
C 0.0161 2.3760 -0.3401
C 0.2845 3.8470 0.0407
C 1.0163 4.8245 -0.8770
C 0.5099 4.8622 -2.3068
N 1.1272 3.7793 -3.0457
C 0.6170 3.3811 -4.1461
N 1.2794 2.4319 -4.8884
N -0.5194 3.9013 -4.7314
C 1.2618 1.5108 -0.5727
O 2.1935 1.9658 -1.4125
O 1.4096 0.4402 -0.0262
H -1.7249 1.5702 0.4386
H -0.7256 2.2662 1.5758
H -0.5423 2.3127 -1.2813
H 0.8037 3.8421 1.0060
H -0.7129 4.2536 0.2278
H 2.0891 4.6207 -0.9085
H 0.8971 5.8164 -0.4334
H 0.7843 5.8216 -2.7618
H -0.5903 4.8127 -2.2973
H 1.8353 2.6703 -2.0128
H 2.0145 1.9558 -4.3942
H 0.7558 1.8763 -5.5397
H -1.1769 4.3069 -4.0850
H -0.9656 3.3267 -5.4278
N -0.3839 -0.7561 -3.1785
N -1.2227 0.3574 -2.9808
C -2.0936 0.3537 -1.8311
O -3.0794 1.0935 -1.9613
O -1.7433 -0.3258 -0.8385
H 0.4818 -0.4732 -3.6168
H -0.8241 -1.4871 -3.7271
H -1.7779 0.6207 -3.7854
```

Output
- HOMO-LUMO gap (alpha / beta) (eV) = 5.3 / 4.7
- ⟨S²⟩ = 0.762
- HOMO level (alpha / beta) (eV) = -3.18 / -2.64
- spin multiplicity = 2
- total charge = -1
- energy relative to the best compared isomer or geometry (same formula, charge and spin) (kcal/mol) = 52.0
- DFT total energy (eV) = -99806.140



Record 3
ORCA calculation (ωB97M-V/def2-TZVPD) on a cluster of 2 separate species, C24H15N2O4 in total in a non-equilibrium geometry.

```
45
C24H15N2O4 | the OMol25 dataset | ωB97M-V/def2-TZVPD
C -2.5084 -0.4462 2.1513
C -3.4315 0.5983 1.9918
N -4.2156 1.4365 1.7107
C -1.1340 -0.1635 1.9619
C -0.1437 -1.2006 1.8367
C 1.2079 -0.9288 1.7587
C 1.6570 0.4149 1.7410
N 3.0528 0.7014 1.7459
O 3.4311 1.8966 1.7479
O 3.8719 -0.2482 1.7514
C 0.7182 1.4709 1.7557
C -0.6384 1.1874 1.8328
H -2.8750 -1.4695 2.0990
H -0.4818 -2.2329 1.7871
H 1.9591 -1.7128 1.7378
H 1.1021 2.4880 1.7310
H -1.3324 2.0206 1.7760
C -9.4781 -2.1369 6.8307
C -8.1919 -2.4202 7.3006
C -7.1066 -2.2322 6.4505
C -7.2951 -1.7464 5.1490
C -8.5622 -1.4334 4.6897
C -9.6637 -1.6364 5.5255
C -5.9830 -1.6293 4.4339
O -5.7994 -1.2526 3.2780
C -4.9340 -2.0741 5.4141
C -3.5974 -2.0140 5.1757
C -2.6244 -2.5567 6.1086
C -2.8100 -3.8085 6.7734
C -1.9133 -4.2273 7.7560
C -0.8045 -3.4401 8.1132
C -0.6105 -2.2165 7.4455
C -1.4744 -1.8062 6.4363
C -5.6432 -2.4319 6.7032
O -5.1646 -2.7813 7.7756
H -10.3462 -2.2980 7.4684
H -8.0315 -2.7886 8.3137
H -8.6764 -1.0358 3.6818
H -10.6666 -1.4117 5.1732
H -3.2501 -1.4435 4.3110
H -3.6647 -4.4332 6.5296
H -2.0776 -5.1820 8.2638
H -0.1118 -3.7789 8.8901
H 0.2374 -1.5897 7.7282
H -1.3212 -0.8469 5.9248
```

Output
- HOMO-LUMO gap (eV) = 4.6
- HOMO level (eV) = -3.51
- total charge = -1
- energy relative to the best compared isomer or geometry (same formula, charge and spin) (kcal/mol) = 4.9
- DFT total energy (eV) = -36299.717



Record 4
ORCA calculation (ωB97M-V/def2-TZVPD) on a cluster of 2 separate species, CH3N2 in total in a non-equilibrium geometry.

```
6
CH3N2 | the OMol25 dataset | ωB97M-V/def2-TZVPD
C -1.2963 0.1058 -0.0401
N 1.8011 -0.3310 0.0442
N 0.8907 -0.8584 -0.3316
H -2.0618 -0.4965 0.2108
H -1.5619 1.0381 -0.3030
H 2.2282 0.5420 0.4198
```

Output
- HOMO-LUMO gap (alpha / beta) (eV) = 8.2 / 8.4
- HOMO level (alpha / beta) (eV) = -15.16 / -15.04
- total charge = +1
- energy relative to the best compared isomer or geometry (same formula, charge and spin) (kcal/mol) = 122.7
- DFT total energy (eV) = -4051.200